1.
# CH3F3NO4PS

CH3F3NO4PS as an isolated structure at a distorted geometry (wB97M-V/def2-TZVPD, the Open Molecules 2025 dataset).

Geometry as XYZ:
```
14
Properties=species:S:1:pos:R:3:forces:R:3
C 2.831520 0.108912 -0.158274 0.1 -0.4 -0.2
N -0.968125 -1.621672 -0.719163 1.5 0.0 0.6
O 0.861169 0.148691 1.648456 0.2 -0.5 0.6
O 0.506305 1.254859 -0.507628 0.2 -0.1 -0.5
O -3.305835 -1.125060 0.292215 -0.1 -0.2 -0.1
O -2.091671 0.792126 -0.673216 -0.6 0.1 0.4
F 3.031439 -0.071736 -1.452629 -0.1 0.0 0.1
F 3.229809 1.313180 0.200093 0.0 0.0 0.0
F 3.491361 -0.805124 0.530667 -0.3 0.1 0.0
P -1.834183 -0.579977 0.090885 -1.2 0.3 -0.6
S 0.930445 0.068692 0.216518 0.2 0.5 -0.3
H -3.978687 -0.483302 0.048177 -0.2 0.1 -0.1
H -1.245869 1.221683 -0.888923 0.1 0.1 -0.1
H -1.457677 -0.221268 1.372818 0.4 -0.1 0.2
```
Positions in Å, forces in eV/Å.

## Properties
Relative energy (zero: lowest compared OMol25 entry of this formula, charge and spin), kcal/mol: 87.4
Kohn-Sham gap (alpha / beta), eV: 7.05 / 7.77
Largest force on an atom, Eh/bohr: 0.031
E, Eh: -1434.6625
HOMO level (alpha / beta), eV: -10.33 / -9.86



2.
# C15H42NO5PbS4

C15H42NO5PbS4 as an isolated structure at a distorted geometry (wB97M-V/def2-TZVPD, the Open Molecules 2025 dataset).

Geometry as XYZ:
```
68
Properties=species:S:1:pos:R:3:forces:R:3
Pb 3.865308 0.602727 -1.408378 -2.6 -0.8 0.2
C 0.402547 0.931203 0.185580 0.6 0.1 -0.6
O 1.382398 0.583642 -0.784896 1.6 -0.1 -0.4
H 0.155795 1.992776 0.202331 0.4 0.3 0.1
H -0.561467 0.478552 -0.046550 -0.1 -0.5 -0.2
H 0.653573 0.631828 1.203154 0.1 0.0 0.2
C 1.324404 -3.159934 -1.633913 0.8 0.1 -0.4
S 2.936424 -3.119442 -0.732548 -0.4 1.2 1.0
O 3.769919 -1.869987 -1.110767 -1.0 -0.7 0.4
C 2.307983 -2.781466 1.025088 1.0 0.2 -1.4
H 1.616206 -3.303920 -2.674207 0.1 0.1 -0.1
H 0.688597 -2.276619 -1.573800 0.3 0.1 0.5
H 0.808669 -4.084396 -1.374145 0.0 0.1 0.5
H 1.674826 -1.894909 0.990070 -0.4 -0.4 0.0
H 3.209184 -2.483785 1.561104 0.1 -0.3 0.0
H 1.920221 -3.709537 1.445116 -0.3 0.3 -0.1
C 3.730317 5.713693 0.056718 1.2 -0.9 -0.3
S 3.034157 3.997232 -0.162984 -1.5 1.5 0.0
O 4.036789 3.080401 -0.807669 0.7 0.0 -0.1
C 3.038921 3.527060 1.537860 0.5 -0.5 0.4
H 4.785119 5.589007 0.301554 0.2 -0.2 0.0
H 3.337681 6.295040 0.890967 -0.7 -0.3 -0.2
H 3.713099 6.239599 -0.897860 -0.4 -0.1 0.1
H 2.596232 2.534927 1.626127 -0.2 0.1 -0.2
H 2.507567 4.218255 2.192090 0.1 0.1 -0.2
H 4.096637 3.430024 1.782648 0.0 0.2 0.4
C 0.778664 -0.300346 -4.409956 0.1 0.4 0.7
S 2.589758 -0.355315 -4.954665 -1.2 -0.8 1.0
O 3.466891 -0.658045 -3.716768 -1.1 0.5 -0.8
C 2.418110 -1.919251 -5.893885 -0.3 0.6 -0.1
H 0.639068 0.345647 -3.543166 0.8 0.4 0.2
H 0.326556 -1.217763 -4.033071 0.6 -0.5 -0.5
H 0.112185 0.150560 -5.145205 0.5 -0.2 -0.6
H 3.331790 -2.111942 -6.456160 0.1 -0.2 0.5
H 1.631346 -1.763647 -6.632066 0.0 0.4 -0.1
H 2.036598 -2.720519 -5.261027 0.6 0.0 0.2
C -2.343862 3.472160 0.311425 0.6 0.5 1.0
S -2.253868 3.657254 2.172006 1.1 -1.4 -1.0
O -1.319383 2.501808 2.510852 -0.8 1.2 0.0
C -1.274464 5.165010 2.336963 0.1 -0.3 0.1
H -3.048473 4.145013 -0.177339 -0.3 -0.3 0.2
H -2.530012 2.400230 0.244976 -0.4 0.2 -0.3
H -1.350161 3.664818 -0.092987 0.1 0.0 0.1
H -1.809336 5.990589 1.867459 0.1 0.1 0.2
H -0.261642 5.051579 1.950419 -0.2 -0.2 -0.4
H -1.145957 5.272664 3.413994 -0.3 0.3 0.0
C -1.650082 -3.781976 3.565228 1.0 -0.3 -0.5
C -1.849275 -3.479750 2.065856 -1.3 0.3 0.5
N -3.076680 -2.672505 1.806630 -0.1 0.7 0.1
C -2.885698 -1.193337 2.046174 -1.6 -0.6 0.8
C -4.210575 -0.324659 1.841465 1.2 -0.8 -0.5
C -3.624486 -2.897860 0.486665 1.3 -0.3 -1.2
C -2.576809 -2.571022 -0.654468 -0.6 0.3 -0.5
H -1.287680 -2.900557 4.094265 -0.1 -0.1 0.1
H -0.887782 -4.560359 3.598627 0.6 0.2 0.1
H -2.426154 -4.281469 4.145166 -0.7 0.5 -0.6
H -0.975267 -3.011146 1.613498 0.5 0.6 0.4
H -1.847158 -4.412382 1.501690 -0.8 -0.2 0.0
H -2.677125 -1.056259 3.107216 0.4 -0.2 0.0
H -2.022450 -0.835352 1.485148 0.0 0.4 -0.2
H -4.409838 -0.176896 0.780070 0.0 0.2 -0.1
H -5.109634 -0.781826 2.254726 0.3 -0.3 0.2
H -4.109385 0.651847 2.315068 0.3 0.0 0.0
H -4.552556 -2.361211 0.289689 0.2 0.5 0.3
H -3.960806 -3.928919 0.377542 0.4 -0.3 0.2
H -2.843254 -3.043013 -1.600155 -0.1 -0.3 0.0
H -1.524147 -2.798918 -0.486926 -0.2 -0.5 0.5
H -2.518073 -1.514910 -0.917663 -0.4 0.3 0.3
```
Positions in Å, forces in eV/Å.

## Properties
Kohn-Sham gap, eV: 6.68
Largest force on an atom, Eh/bohr: 0.053
E, Eh: -2812.8543
HOMO level, eV: -9.92
Total charge: +1



3.
# C9H36O9

C9H36O9 as an isolated structure at a distorted geometry (wB97M-V/def2-TZVPD, the Open Molecules 2025 dataset).

Geometry as XYZ:
```
54
Properties=species:S:1:pos:R:3:forces:R:3
C -1.550334 2.829918 -0.621363 0.2 0.4 -0.1
O -2.814784 2.293418 -0.262933 1.1 4.1 6.5
H -0.876754 1.973358 -0.648123 -0.4 0.7 0.1
H -1.637194 3.300778 -1.600563 0.1 0.2 0.0
H -1.220624 3.516478 0.158397 -0.2 0.1 -0.4
H -3.486274 2.977298 -0.317663 0.0 0.4 0.2
C 0.093386 -0.456122 0.175657 0.0 0.2 0.8
O 0.001016 0.854778 0.634097 -4.8 -4.0 2.7
H -0.460284 -1.105812 0.853477 0.2 0.7 -0.9
H -0.221744 -0.568232 -0.861753 0.0 0.1 1.0
H 1.131126 -0.780402 0.253347 -1.0 0.1 -0.1
H 0.647536 1.387758 0.165547 -1.8 -0.6 1.6
C -0.000474 3.011688 2.392667 1.1 -0.5 0.3
O -1.155894 3.332418 3.120207 -0.3 0.4 0.2
H 0.177526 1.939818 2.305967 -0.4 0.1 0.0
H -0.010474 3.418008 1.381277 0.2 0.2 0.2
H 0.879876 3.379248 2.919907 -0.2 0.5 0.2
H -1.919094 3.056958 2.607127 -0.1 -0.2 0.0
C 0.562046 -1.373762 -2.558553 0.8 -0.3 -1.3
O -0.041384 -0.152732 -2.943783 1.9 -1.7 -0.8
H 0.903076 -1.901142 -3.449433 -0.3 -0.5 -0.1
H 1.476106 -1.198172 -1.991303 -0.1 -0.4 0.3
H -0.146994 -1.949122 -1.963313 0.1 0.0 -0.5
H 0.605676 0.376858 -3.415433 0.1 -0.2 -0.3
C -1.201594 -1.921992 2.781787 1.2 0.1 -0.6
O -2.112164 -2.773802 3.397787 -1.1 0.3 0.8
H -0.211034 -2.196072 3.144787 0.0 -0.1 -0.3
H -1.288344 -2.119802 1.713397 0.2 0.8 0.8
H -1.275224 -0.840852 2.899277 -0.6 0.1 0.6
H -2.957794 -2.391222 3.152557 -0.5 -0.4 0.3
C 3.267836 -1.475632 0.624367 -1.1 -0.5 0.9
O 4.426906 -1.426132 -0.105813 1.4 0.5 -1.0
H 3.369096 -1.139802 1.656387 0.2 -0.1 0.3
H 2.472256 -0.843582 0.229807 1.2 0.0 -0.4
H 2.890526 -2.498242 0.624957 0.0 0.0 0.3
H 5.013066 -2.111212 0.223877 0.1 0.1 -0.1
C 1.797116 1.350288 -1.493273 0.7 0.7 -2.2
O 1.455246 1.943368 -0.295493 6.3 4.8 -2.1
H 2.742466 1.765528 -1.842513 0.2 -0.4 0.0
H 1.807826 0.262278 -1.428313 0.3 0.8 0.4
H 1.041176 1.646238 -2.220643 0.1 0.0 0.0
H 1.770426 2.846478 -0.213863 0.1 0.1 0.0
C -1.991194 0.529298 -2.128153 -2.4 0.2 -0.3
O -3.231694 1.182638 -1.953063 -0.7 -3.1 -5.0
H -2.192884 -0.235122 -2.878553 0.4 0.1 -0.1
H -1.156394 1.170738 -2.410593 -1.2 0.5 -0.2
H -1.629134 0.025968 -1.231683 -0.7 0.1 0.1
H -3.189654 1.607858 -1.093403 -0.7 -1.3 -0.8
C -0.408544 -3.589952 0.487807 -0.1 -0.5 -1.2
O 0.686366 -2.800972 0.900257 0.1 -1.3 0.2
H -1.257344 -3.482852 1.163197 0.6 -1.2 0.0
H -0.819444 -3.244812 -0.460953 0.0 0.3 -0.3
H -0.038524 -4.592332 0.272347 -0.6 -0.4 0.5
H 1.285586 -2.809592 0.150277 0.1 0.0 0.1
```
Positions in Å, forces in eV/Å.

## Properties
Relative energy (zero: lowest compared OMol25 entry of this formula, charge and spin), kcal/mol: 307.6
Kohn-Sham gap, eV: 8.45
Largest force on an atom, Eh/bohr: 0.159
E, Eh: -1041.1806
HOMO level, eV: -8.33



4.
# C6H12N4

C6H12N4 as an isolated structure at a distorted geometry (wB97M-V/def2-TZVPD, the Open Molecules 2025 dataset).

Geometry as XYZ:
```
22
Properties=species:S:1:pos:R:3:forces:R:3
C -1.037328 -1.191627 1.320326 -2.5 -1.3 0.7
C 0.807991 0.010030 1.370427 -4.9 -4.0 -6.5
C -0.062248 -0.125274 -0.353091 2.3 1.5 5.6
C -2.167412 -1.363654 -0.902071 1.8 1.7 -0.2
C 1.286507 2.103875 2.402781 -2.0 0.8 -2.3
C 0.802556 -0.543277 -2.555918 -2.1 -0.7 -2.8
N -0.066370 -0.677813 2.036594 0.0 0.5 1.2
N -1.038757 -0.939652 -0.034398 -0.6 -0.3 0.2
N 1.723763 0.868965 1.630768 0.5 3.5 4.5
N 0.288528 0.344245 -1.529074 0.2 -1.1 -3.0
H -2.006371 -1.590891 1.748510 1.7 0.2 -0.5
H -2.908457 -1.741147 -0.305565 -1.3 -2.2 1.7
H -2.723547 -0.491006 -1.173598 0.3 1.0 -1.0
H -1.885553 -1.955612 -1.767366 0.0 -0.1 0.2
H 2.099416 2.745353 2.702761 0.5 -0.3 0.4
H 0.667197 2.809948 1.659380 1.0 -1.5 1.3
H 0.558325 1.865967 3.215223 1.0 -0.1 -0.6
H 1.864553 -0.645367 -2.675523 0.7 -0.2 0.7
H 0.287715 -1.533180 -2.532486 0.8 0.5 0.6
H 0.458938 -0.248984 -3.607051 0.3 0.3 1.3
H 2.317098 1.082155 0.906426 1.6 0.4 -1.7
H 0.733456 1.216945 -1.557055 0.5 1.2 0.3
```
Positions in Å, forces in eV/Å.

## Properties
Relative energy (zero: lowest compared OMol25 entry of this formula, charge and spin), kcal/mol: 92.4
Kohn-Sham gap, eV: 6.76
Largest force on an atom, Eh/bohr: 0.176
E, Eh: -454.6819
HOMO level, eV: -5.98